Entry 1:
{
  "formula": "H14NaO8",
  "method": "wB97M-V/def2-TZVPD",
  "species": ["O", "H", "H", "H", "H", "H", "H", "O", "Na", "H", "O", "H", "O", "O", "H", "O", "O", "H", "O", "H", "H", "H", "H"],
  "coordinates": [[2.42, 0.46, 0.38], [0.12, -2.06, 1.57], [2.41, 0.55, 1.34], [0.42, -1.17, 2.77], [1.88, 1.68, -1.75], [3.24, 0.89, 0.08], [-1.95, 1.62, -2.45], [-0.43, 2.16, 1.10], [-0.13, 0.27, -0.27], [-1.65, -2.09, 0.47], [0.28, -1.14, 1.82], [-2.58, 0.27, -2.07], [-2.13, -1.34, 0.11], [-2.07, 1.01, -1.71], [1.76, -2.38, -1.04], [1.56, -1.52, -1.41], [0.98, 1.95, -1.96], [0.43, 1.75, 1.08], [-2.61, -0.09, 2.89], [2.18, -0.91, -0.98], [-1.82, 0.08, 2.34], [0.73, 1.42, -2.73], [-3.04, -1.44, 0.43]],
  "charge": -1,
  "max_force_ha_per_bohr": 0.026,
  "homo_energy_ev": -1.529,
  "e_lumo_ev": 1.59,
  "molar_mass_da": 165.1
}

Entry 2:
{
  "formula": "H14O6S",
  "method": "wB97M-V/def2-TZVPD",
  "species": ["O", "H", "O", "H", "H", "O", "H", "O", "H", "H", "H", "H", "H", "H", "H", "S", "H", "O", "H", "H", "O"],
  "coordinates": [[-3.36, 1.32, -0.30], [-0.27, -0.08, 0.50], [-2.25, -2.07, 0.06], [2.21, 2.30, 1.63], [-2.21, -0.20, 3.27], [2.11, 1.68, 2.36], [4.32, 1.18, -3.54], [-1.74, -0.33, 2.44], [2.21, -1.93, -1.30], [0.81, -1.59, -1.70], [-4.21, 0.97, -0.60], [-2.95, 0.62, 0.19], [-2.44, -0.64, 1.85], [-2.57, -2.96, -0.09], [1.07, 0.34, 1.02], [3.04, 1.14, -3.14], [-1.48, -1.80, -0.44], [0.66, -0.27, 0.40], [2.60, 2.07, 3.09], [2.88, 2.34, -3.68], [1.57, -2.08, -2.02]],
  "charge": 0,
  "max_force_ha_per_bohr": 0.032,
  "homo_energy_ev": -9.528,
  "e_lumo_ev": 0.37,
  "smiles": "O.O.O.O.O.O.S",
  "molar_mass_da": 142.2
}

Calculated gap between HOMO and LUMO, 3.12, 9.90 eV (same order as the records).